# 1
# C3H10N2O

2 unconnected molecules or ions with the total composition C3H10N2O (ωB97M-V with the def2-TZVPD basis set, the OMol25 dataset).

Element x y z (Å)
C (2.54425, -0.69687, 0.37787)
C (3.14229, -1.59909, -0.44627)
N (1.87736, 0.33522, -0.15692)
H (2.41712, -0.86871, 1.45449)
H (3.89999, -2.28654, -0.10330)
H (2.83378, -1.61199, -1.49186)
H (-1.81303, 1.22848, -1.73542)
H (1.04669, 0.71357, 0.24626)
H (1.62608, 0.11416, -1.10649)
N (-2.83055, 0.86159, 1.27871)
C (-2.58374, 0.37422, -0.07006)
O (-1.89805, 1.47648, -0.74689)
H (-2.24926, 0.50007, 2.08915)
H (-2.65600, 1.84841, 1.19298)
H (-1.93751, -0.49970, -0.11781)
H (-3.41944, 0.11072, -0.66444)

Atomic forces in eV per Å
C 0.73 -2.80 0.14
C -0.40 0.52 0.97
N -1.53 1.42 -1.36
H 0.87 0.50 -0.28
H -0.35 -0.29 0.08
H 0.60 0.22 0.03
H -0.26 0.67 2.38
H -0.28 0.09 0.94
H 0.30 0.37 -0.54
N 0.34 -0.82 0.58
C 2.18 0.70 0.49
O 0.05 -1.22 -2.21
H -0.76 0.33 -1.99
H -0.19 0.43 0.40
H 0.20 -0.22 0.48
H -1.51 0.09 -0.11

Electronic energy, Ha: -304.9835
LUMO level, eV: 0.60
Relative energy (zero: lowest compared OMol25 entry of this formula, charge and spin), kcal per mole: 57.18
Highest occupied orbital energy, Ha: -0.2960
SMILES string: C=CN.NCO
Gap between HOMO and LUMO, Eh: 0.3181

# 2
# C3H4OS2

C3H4OS2 in the gas phase (ωB97M-V with the def2-TZVPD basis set, the OMol25 dataset).

Element x y z (Å)
C (-0.15016, 0.26677, 0.40570)
C (-1.31982, -0.47930, -0.17748)
C (1.06426, -0.60376, 0.14243)
H (1.17282, 1.96995, -0.65908)
H (-0.36983, 0.30733, 1.48347)
H (-2.26536, 0.02709, -0.07659)
H (0.79901, -1.67240, 0.42160)
O (-1.30231, -1.52442, -0.74793)
S (-0.14350, 1.90086, -0.39802)
S (2.51489, -0.19212, -0.39410)

Atomic forces in eV per Å
C 0.79 -0.53 -0.63
C -0.66 0.41 -0.23
C -0.30 -0.99 0.99
H 0.03 -0.28 0.12
H 0.39 0.28 -0.08
H -0.82 0.63 0.24
H 0.64 1.20 -0.42
O 0.51 -0.88 -0.29
S -0.30 0.22 0.27
S -0.28 -0.07 0.03

Electronic energy, Ha: -988.2714
LUMO level, eV: -0.57
Relative energy (zero: lowest compared OMol25 entry of this formula, charge and spin), kcal per mole: 38.12
Highest occupied orbital energy, Ha: -0.3405
SMILES string: O=C[C@H](S)C=S
Gap between HOMO and LUMO, Eh: 0.3195

# 3
# C53H45AsN2O2P2SZn

A molecular structure, C53H45AsN2O2P2SZn (ωB97M-V with the def2-TZVPD basis set, the OMol25 dataset).

Element x y z (Å)
Zn (-0.49647, 0.10656, -0.10353)
O (-0.93880, 1.19855, -1.69337)
P (0.13661, 1.65799, -2.68977)
C (1.53474, 2.34426, -1.72848)
P (2.49957, 1.16489, -0.69760)
O (1.59903, -0.01509, -0.35113)
C (3.89095, 0.66754, -1.62397)
C (4.18520, -0.64163, -2.04838)
C (5.26334, -0.82945, -2.89810)
C (6.11669, 0.22700, -3.26291)
C (5.84474, 1.49286, -2.77120)
C (4.71256, 1.74586, -2.01029)
C (3.10125, 1.99163, 0.74421)
C (3.68191, 1.26793, 1.82687)
C (4.21132, 1.94225, 2.89497)
C (3.98943, 3.30396, 3.11704)
C (3.44112, 4.00803, 2.09076)
C (2.99888, 3.38400, 0.89418)
C (-0.46603, 3.00719, -3.65375)
C (-1.51450, 3.76765, -3.16154)
C (-1.95591, 4.95312, -3.80299)
C (-1.37018, 5.30065, -5.01518)
C (-0.25383, 4.64522, -5.46191)
C (0.19081, 3.46807, -4.82893)
C (0.62947, 0.43697, -3.85506)
C (-0.27610, -0.55302, -4.27221)
C (-0.00862, -1.44629, -5.31700)
C (1.25624, -1.42074, -5.92861)
C (2.15146, -0.46190, -5.53966)
C (1.81618, 0.49937, -4.58788)
H (1.12246, 3.07215, -0.99667)
H (2.28026, 2.85885, -2.38615)
H (3.54874, -1.45052, -1.72494)
H (5.45039, -1.80125, -3.35524)
H (7.00749, 0.02340, -3.85320)
H (6.53082, 2.30107, -3.03914)
H (4.63381, 2.77353, -1.61348)
H (3.74359, 0.18775, 1.79111)
H (4.78971, 1.38416, 3.65544)
H (4.33768, 3.77352, 4.03799)
H (3.24705, 5.10096, 2.12938)
H (2.60918, 4.06780, 0.14685)
H (-1.96996, 3.49040, -2.16269)
H (-2.80206, 5.51325, -3.37586)
H (-1.87314, 6.10264, -5.54549)
H (0.34032, 4.97723, -6.32888)
H (0.99070, 2.95807, -5.34539)
H (-1.24585, -0.58590, -3.77715)
H (-0.81190, -2.14850, -5.65150)
H (1.51652, -2.22690, -6.62324)
H (3.11970, -0.43362, -5.99780)
H (2.54991, 1.20151, -4.29765)
S (-1.58735, 2.16701, 5.97360)
C (-1.07290, 1.63046, 4.37439)
C (-0.95838, 2.53446, 3.32440)
C (-0.78875, 2.04602, 2.03733)
N (-0.52821, 0.76067, 1.78509)
C (-0.31275, -0.10997, 2.80981)
C (-0.69477, 0.28697, 4.12904)
C (-0.12381, 1.83279, 6.85007)
C (-0.25127, 1.07812, 7.97601)
C (0.91979, 0.82884, 8.71818)
N (2.06508, 1.34937, 8.38459)
C (2.19619, 2.08498, 7.30617)
C (1.11040, 2.36383, 6.50388)
H (-1.18182, 3.58768, 3.43442)
H (-0.87310, 2.71321, 1.19727)
H (-0.03794, -1.11826, 2.54711)
H (-0.63889, -0.44385, 4.95882)
H (-1.18348, 0.59663, 8.26821)
H (0.90182, 0.21288, 9.60027)
H (3.22044, 2.46107, 7.10381)
H (1.20155, 2.84707, 5.57000)
C (-3.56426, -5.52633, -3.45876)
C (-3.24970, -4.22082, -3.83841)
C (-2.75709, -3.30922, -2.90420)
C (-2.57447, -3.73019, -1.57533)
C (-2.85073, -5.05877, -1.23214)
C (-3.34109, -5.95065, -2.15240)
As (-1.87767, -2.40115, -0.33941)
C (-3.61538, -1.75964, 0.17646)
C (-4.72913, -1.73990, -0.70044)
C (-6.01773, -1.57568, -0.19966)
C (-6.17977, -1.24554, 1.12649)
C (-5.05212, -1.06571, 1.91617)
C (-3.78483, -1.32178, 1.48619)
C (-1.62073, -3.62726, 1.20301)
C (-0.30639, -3.76398, 1.63608)
C (-0.00797, -4.39144, 2.83967)
C (-1.04096, -4.84111, 3.67581)
C (-2.34307, -4.68084, 3.22316)
C (-2.64202, -4.15135, 2.00503)
H (-3.90097, -6.22523, -4.21354)
H (-3.41378, -3.89521, -4.89291)
H (-2.56157, -2.31234, -3.18097)
H (-2.70799, -5.35851, -0.18356)
H (-3.55001, -6.93611, -1.78848)
H (-4.57393, -1.99525, -1.72594)
H (-6.88427, -1.73549, -0.90695)
H (-7.13335, -1.03792, 1.59431)
H (-5.14463, -0.73743, 2.96688)
H (-2.96816, -1.21126, 2.22789)
H (0.52979, -3.39301, 0.96971)
H (1.04721, -4.50402, 3.15625)
H (-0.86872, -5.28087, 4.66482)
H (-3.14510, -4.97598, 3.97728)
H (-3.63773, -4.10304, 1.64456)

Atomic forces in eV per Å
Zn 0.71 -0.70 -0.65
O 0.46 -0.34 0.24
P -0.25 0.36 0.43
C 1.11 0.33 0.25
P -1.23 -1.08 -0.01
O -0.75 0.01 0.10
C 1.02 0.36 -0.80
C -0.25 1.01 -0.01
C 0.54 -0.15 -0.65
C -0.64 -0.68 0.65
C 0.45 0.51 -0.60
C 0.83 -0.21 0.35
C -0.15 1.23 1.27
C -0.16 0.16 -1.30
C 0.32 -0.57 1.62
C 0.83 -0.45 -0.04
C -1.41 1.42 -1.44
C 0.60 -0.10 0.94
C 0.39 1.02 -1.09
C -0.95 1.08 1.64
C -0.06 -1.57 0.37
C -1.20 0.90 0.84
C 1.33 -1.32 -0.46
C -0.80 0.74 0.09
C 0.40 -1.32 -1.36
C -0.76 -0.08 0.06
C -0.38 0.08 0.18
C -1.19 -1.08 0.28
C 0.12 0.71 0.10
C -0.01 -0.72 0.61
H -0.08 -0.19 -0.74
H -0.81 -0.16 0.40
H -0.06 -0.14 -0.12
H -0.03 0.08 0.43
H -0.29 0.13 -0.01
H -0.32 -0.15 0.23
H -0.45 -0.64 -0.21
H 0.15 -0.01 -0.14
H -0.60 0.23 -0.48
H -0.12 -0.07 -0.34
H 0.38 -0.85 0.27
H -0.03 -0.35 -0.15
H 0.44 0.25 -1.40
H 0.52 -0.32 -0.37
H 0.60 0.15 -0.20
H -0.72 -0.12 0.34
H 0.18 -0.30 0.41
H 0.11 -0.10 -0.13
H 0.96 0.60 0.44
H -0.04 0.59 0.05
H 0.38 0.11 -0.10
H 0.84 0.79 0.08
S -0.78 0.42 -0.73
C 0.87 -0.77 -0.34
C -0.85 -0.16 -0.57
C 0.08 -0.12 0.65
N 0.49 -0.61 0.01
C -1.84 1.65 1.47
C 0.87 -0.45 -0.95
C 0.20 0.04 0.27
C 0.49 -1.18 1.29
C -1.31 0.32 -0.34
N 1.49 -0.46 0.99
C 0.40 0.60 -0.59
C 0.05 -0.54 -0.01
H 0.09 -0.04 0.24
H -0.03 0.07 -0.27
H 0.10 -0.17 0.10
H -0.10 0.54 -0.64
H 0.13 0.29 -0.11
H -0.08 -0.18 0.22
H -0.84 -0.18 -0.03
H 0.25 0.85 -0.75
C 0.45 -0.01 -0.24
C -0.29 0.31 -0.67
C -0.40 -1.80 0.66
C 0.62 0.13 -1.59
C 0.45 1.08 1.42
C -0.20 0.44 -0.32
As -0.53 -1.05 0.85
C -0.81 0.98 -0.42
C 0.83 -0.69 1.21
C -0.75 -0.11 -1.42
C 0.05 0.46 0.57
C -0.73 0.58 1.69
C 0.75 -0.09 -0.02
C 0.69 0.78 0.22
C 1.00 0.31 -0.86
C 0.62 -0.44 0.89
C 0.60 0.49 -0.51
C -1.12 -1.14 2.54
C 0.52 0.77 -1.05
H -0.15 0.02 0.08
H 0.15 -0.35 1.00
H 0.29 1.06 -0.38
H 0.01 -0.07 -0.70
H -0.17 -0.48 -0.28
H -0.11 -0.18 -0.45
H 1.02 0.39 1.03
H -0.16 -0.22 -0.30
H -0.28 -0.19 -0.66
H -0.37 -0.27 -0.73
H -0.93 -0.38 0.95
H -0.76 0.06 -0.27
H 0.13 0.22 -0.53
H 0.85 0.28 -1.50
H -0.92 0.17 0.00

Electronic energy, Ha: -7402.2381
LUMO level, eV: -5.12
Net charge: +2
Highest occupied orbital energy, Ha: -0.4854
Gap between HOMO and LUMO, Eh: 0.2973